30
Properties=species:S:1:pos:R:3:forces:R:3 method="wB97M-V/def2-TZVPD" energy_ev=-17804.194 orbital_gap_ha=0.256 homo_energy_ev=-6.5 e_above_lowest_kcal_mol=119.4
C 0.456 -0.692 -2.089 -2.4238 1.1301 1.1253
C 1.679 -0.432 -1.639 2.4367 -2.5801 -1.9944
C 0.230 0.897 0.280 -0.9138 -0.0388 -0.5483
C -2.035 -0.320 0.755 0.5841 3.0867 1.8386
C -0.810 -0.763 -1.173 0.4055 -2.1190 -0.9515
C 2.216 -0.599 -0.213 -1.1738 1.6726 -0.1333
C -1.118 0.414 -0.268 -0.6276 0.4272 -0.1195
C 1.111 -0.194 0.696 -1.1977 -2.3339 0.3230
C -0.661 -1.845 -0.123 1.9697 2.0560 0.8941
C -1.877 1.573 -0.957 1.9274 -0.4216 2.8844
C 1.153 -0.476 2.183 -2.0592 1.3810 -1.6879
O -1.651 -1.631 0.863 2.2939 -3.4321 -1.1688
O 3.442 0.149 -0.024 -0.5724 -0.0903 -3.2406
O -0.164 -3.088 -0.454 -1.0630 1.9047 0.0182
H 0.160 -0.666 -3.141 0.7235 -0.2233 0.1883
H 2.426 -0.633 -2.501 -0.6871 1.0930 1.5711
H 0.629 1.487 -0.510 0.7280 0.4544 -0.8491
H 0.062 1.611 1.038 -0.3911 0.7817 1.3594
H -2.083 0.143 1.798 0.5919 -0.3946 -1.1924
H -3.035 -0.270 0.448 -1.7071 -0.0509 -0.8537
H -1.719 -1.095 -1.767 0.7477 0.6937 0.2324
H 2.430 -1.613 0.008 0.3599 -1.3406 -0.2393
H -2.769 1.185 -1.295 -2.3237 -0.2012 -0.6894
H -1.309 1.957 -1.734 1.1161 0.5013 -1.8346
H -1.910 2.409 -0.242 -0.7459 -0.2980 -0.1050
H 1.167 0.441 2.765 0.2878 0.0569 0.3405
H 1.842 -1.173 2.465 2.4498 -1.5596 0.7942
H 0.227 -0.988 2.386 -0.7768 0.0326 0.5742
H 3.587 0.229 0.878 0.3613 0.1929 2.6947
H -0.424 -3.767 0.156 -0.3205 -0.3811 0.7693